{"formula": "C53H48FN2O3P2Ti", "method": "ωB97M-V/def2-TZVPD", "e_tot_ha": -4014.98523, "total_charge": 3, "homo_lumo_gap_ev": 5.275, "e_homo_ev": -14.78, "spin_multiplicity": 1, "relative_energy_kcal_mol": 4.2, "symbols": ["Ti", "C", "C", "C", "C", "C", "C", "C", "H", "H", "H", "H", "H", "H", "H", "H", "C", "N", "C", "P", "C", "C", "C", "C", "C", "C", "C", "C", "C", "C", "C", "C", "C", "C", "C", "C", "C", "C", "P", "C", "C", "C", "C", "C", "C", "C", "C", "C", "C", "C", "C", "H", "H", "H", "H", "H", "H", "H", "H", "H", "H", "H", "H", "H", "H", "H", "H", "H", "H", "H", "H", "H", "H", "H", "H", "H", "H", "H", "H", "H", "C", "C", "C", "C", "C", "C", "C", "F", "C", "C", "C", "O", "C", "C", "N", "C", "C", "O", "O", "H", "H", "H", "H", "H", "H", "H", "H", "H", "H", "H"], "coordinates": [[0.128, 0.030, 0.250], [1.284, 3.420, 1.047], [0.117, 2.774, 0.356], [-1.125, 2.683, 1.019], [-2.281, 2.341, 0.346], [-2.228, 1.986, -1.001], [-1.011, 1.998, -1.664], [0.165, 2.397, -0.991], [1.063, 4.478, 1.194], [2.196, 3.346, 0.461], [1.455, 2.987, 2.035], [-1.177, 2.968, 2.064], [-3.228, 2.333, 0.869], [-3.131, 1.717, -1.532], [-0.966, 1.792, -2.724], [1.079, 2.556, -1.551], [2.087, -3.265, -0.391], [1.800, -3.179, -1.790], [2.388, -2.017, -2.390], [1.600, -0.388, -1.926], [0.827, 0.175, -3.448], [-0.244, -0.585, -3.926], [-0.912, -0.190, -5.074], [-0.517, 0.960, -5.747], [0.549, 1.714, -5.275], [1.224, 1.326, -4.125], [3.040, 0.608, -1.507], [4.056, 0.871, -2.431], [5.214, 1.511, -2.021], [5.381, 1.876, -0.690], [4.389, 1.604, 0.241], [3.225, 0.976, -0.178], [1.784, -4.387, -2.573], [0.974, -4.432, -3.700], [0.945, -5.575, -4.483], [1.705, -6.683, -4.132], [2.507, -6.635, -3.004], [2.560, -5.485, -2.226], [0.673, -2.506, 0.519], [-0.656, -3.568, -0.055], [-1.525, -3.172, -1.072], [-2.380, -4.093, -1.658], [-2.373, -5.413, -1.237], [-1.498, -5.823, -0.240], [-0.634, -4.911, 0.342], [1.070, -2.848, 2.249], [0.212, -3.525, 3.114], [0.617, -3.805, 4.411], [1.873, -3.411, 4.854], [2.729, -2.729, 4.000], [2.328, -2.444, 2.704], [3.059, -2.851, -0.093], [2.050, -4.298, -0.039], [2.311, -2.072, -3.478], [3.452, -1.901, -2.129], [-0.562, -1.483, -3.405], [-1.739, -0.778, -5.447], [-1.035, 1.265, -6.645], [0.861, 2.603, -5.806], [2.051, 1.926, -3.770], [3.953, 0.571, -3.466], [5.995, 1.718, -2.739], [6.293, 2.368, -0.380], [4.522, 1.885, 1.277], [2.458, 0.770, 0.582], [0.363, -3.579, -3.964], [0.318, -5.603, -5.363], [1.675, -7.575, -4.741], [3.116, -7.487, -2.733], [3.229, -5.456, -1.376], [-1.545, -2.149, -1.428], [-3.051, -3.778, -2.445], [-3.040, -6.131, -1.694], [-1.473, -6.857, 0.074], [0.069, -5.258, 1.090], [-0.760, -3.860, 2.774], [-0.039, -4.361, 5.067], [2.195, -3.658, 5.857], [3.712, -2.430, 4.337], [3.014, -1.914, 2.049], [-2.292, -2.881, 6.695], [-2.501, -1.391, 6.496], [-2.167, -0.535, 7.704], [-0.684, -0.605, 8.028], [0.130, -0.242, 6.818], [1.394, 0.280, 6.933], [2.134, 0.646, 5.799], [3.354, 1.131, 5.988], [1.646, 0.522, 4.534], [0.353, -0.014, 4.377], [-0.226, -0.171, 3.090], [0.512, 0.212, 2.038], [-1.493, -0.703, 2.952], [-2.175, -1.071, 4.117], [-1.668, -0.924, 5.320], [-0.395, -0.400, 5.512], [-2.205, -0.972, 1.678], [-3.260, -1.494, 1.561], [-1.515, -0.505, 0.552], [-2.952, -3.225, 7.490], [-1.267, -3.114, 6.978], [-2.537, -3.442, 5.792], [-3.528, -1.193, 6.185], [-2.766, -0.890, 8.542], [-2.462, 0.499, 7.517], [-0.405, -1.607, 8.364], [-0.432, 0.071, 8.844], [1.838, 0.429, 7.909], [2.239, 0.814, 3.681], [-3.168, -1.499, 4.053]], "lowdin_charge": [0.95, -0.01, -0.30, -0.04, -0.04, -0.03, -0.06, -0.10, 0.11, 0.08, 0.09, 0.14, 0.14, 0.14, 0.10, 0.12, -0.29, -0.20, -0.25, 1.06, -0.40, -0.11, -0.04, -0.03, -0.04, -0.09, -0.39, -0.07, -0.02, -0.03, -0.05, -0.14, -0.24, -0.03, -0.05, -0.06, -0.05, -0.02, 1.09, -0.35, -0.10, -0.04, -0.03, -0.03, -0.08, -0.36, -0.09, -0.05, -0.04, -0.05, -0.09, 0.11, 0.10, 0.12, 0.11, 0.09, 0.12, 0.12, 0.12, 0.10, 0.12, 0.13, 0.13, 0.12, 0.06, 0.10, 0.11, 0.12, 0.12, 0.11, 0.08, 0.12, 0.12, 0.12, 0.11, 0.11, 0.11, 0.12, 0.12, 0.11, -0.01, -0.26, -0.11, -0.10, -0.10, 0.11, -0.24, 0.13, 0.08, -0.05, -0.21, -0.18, -0.03, 0.08, 0.08, -0.04, -0.43, 0.22, -0.18, 0.11, 0.08, 0.09, 0.16, 0.14, 0.14, 0.13, 0.14, 0.15, 0.13, 0.17]}